The following is a DFT calculation (the ωB97M-V functional and the def2-TZVPD basis) of a cluster of 11 separate species, C3H28N6O11 in total.

Values from the calculation:
F_max	5.53	eV/A
DFT total energy	-35031.5174	eV
LUMO energy	-0.33	eV
structure (SMILES)	NC(N)=O.NC(N)=O.NC(N)=O.O.O.O.O.O.O.O.O
HOMO-LUMO gap	9.04	eV

Positions of all 48 atoms, in Å:
H 2.8893 -2.1687 0.5519
H 0.3994 1.3319 -3.2553
H 3.8301 -0.8184 -1.4858
H -1.2799 -1.4651 5.8172
O 0.5860 3.3789 1.2106
H 1.4544 3.7550 1.0671
H 0.3669 -2.0233 -3.1173
H -2.8082 -1.5058 -0.4941
O -2.4069 3.0251 1.6388
C -2.3126 -0.6533 4.3089
O -1.2044 4.2270 -1.2904
H 1.9777 -2.4205 -3.7357
N -2.1150 -0.0892 3.1140
O 0.5535 0.9508 -4.1197
O 1.4623 -1.2970 -1.0057
C 2.0329 -1.4072 -2.0254
O 2.6733 -5.0955 1.5617
N -1.2039 -1.1805 4.8511
H 0.3203 -0.0971 -0.2007
H 0.6097 3.0571 2.1117
C 2.4152 -3.9969 1.1040
H -0.3832 -1.4857 4.3476
N 3.3336 -1.2356 -2.2601
H 0.9628 -2.9425 0.0768
H 0.4258 -4.3371 0.8993
N 1.2059 -3.7626 0.6139
H 4.0540 -3.0896 1.5539
H -3.3835 1.9743 -2.6471
H 3.7370 -1.3191 -3.1822
N 3.1385 -2.9400 1.1546
O -3.2589 2.0151 -1.6989
N 1.3734 -1.9492 -3.0778
O -3.3982 -0.5749 4.8499
H -1.3992 4.5842 -2.1568
H -1.1686 -0.0409 2.7645
H -1.6840 3.0895 1.0148
H 0.3911 2.8856 -1.5970
H -3.0649 1.1133 -1.4433
H -1.7886 -0.4757 -0.9314
H -2.3040 3.7898 2.2051
H -1.8261 3.5072 -1.1823
H 0.4188 0.0113 -3.9953
H -2.8011 0.4661 2.6230
O -0.4581 0.4485 -0.0882
O 0.9323 2.1003 -1.6783
O -2.6626 -0.8092 -1.1343
H 1.6386 2.2289 -1.0453
H -0.2707 1.2406 -0.5919



The following is a DFT calculation (the ωB97M-V functional and the def2-TZVPD basis) of a structure of composition C3H2AgFO.

Values from the calculation:
F_max	2.16	eV/A
DFT total energy	-11903.2384	eV
LUMO energy (alpha / beta)	3.23 / 3.49	eV
total charge	-1
spin multiplicity	2
HOMO-LUMO gap (alpha / beta)	3.70 / 5.03	eV

Positions of all 8 atoms, in Å:
H -0.2981 -1.7016 0.5669
O 1.1366 1.2374 0.1885
F -2.5132 -0.5392 -0.1554
C -1.2775 -0.0182 -0.2370
C 1.1317 -0.0258 0.1662
C -0.2026 -0.6772 0.1994
Ag 3.2954 0.7792 0.0217
H -1.2724 0.9453 -0.7502



The following is a DFT calculation (the ωB97M-V functional and the def2-TZVPD basis) of a structure of composition C3H2AgFO2.

Values from the calculation:
F_max	7.22	eV/A
DFT total energy	-13949.0314	eV
LUMO energy	-2.24	eV
HOMO-LUMO gap	5.45	eV

Positions of all 9 atoms, in Å:
F -1.1313 -1.1788 -0.0587
C -0.6136 0.9960 -0.2582
O 1.1828 0.3717 -1.4644
C 1.7353 -0.4355 -0.7577
H -1.4226 0.9510 -0.9870
O 0.8532 -0.1438 0.9570
C -0.4608 -0.0915 0.6546
H -0.3774 1.9747 0.1629
Ag 0.2344 -2.4438 1.7515